(1)
Formula: C5H12O
Source: the OMol25 dataset
Level of theory: ωB97M-V/def2-TZVPD

The calculation puts the HOMO energy at -8.8 eV. The energy above the lowest of the compared OMol25 structures with the same formula, charge and spin is 1.768 eV. For the max |F|, the calculation gives 0.010 Eh/bohr. As for the SMILES: C=C(C)OCC.[H][H]. Its frontier orbital gap is 9.888 eV. The total energy comes out at -7425.543 eV.

```
18
C5H12O (ωB97M-V/def2-TZVPD)
C 2.837 0.064 0.058
C 1.445 0.432 0.524
O 0.527 -0.089 -0.418
C -0.786 0.209 -0.250
C -1.545 -0.169 -1.484
C -1.333 0.782 0.833
H 3.050 0.503 -0.921
H 2.937 -1.022 -0.024
H 3.580 0.429 0.773
H 1.235 0.014 1.518
H 1.317 1.522 0.581
H -1.252 0.534 -2.278
H -2.624 -0.110 -1.339
H -2.615 -2.326 0.730
H -1.273 -1.172 -1.825
H -0.770 1.120 1.695
H -2.327 -1.687 0.985
H -2.402 0.965 0.842
```

Results of the Mulliken charge analysis, in e, for atoms 1 through 8:
1. C -1.296
2. C -0.290
3. O -0.317
4. C 0.815
5. C -1.183
6. C -0.963
7. H 0.307
8. H 0.309

(2)
Formula: C5H12O
Source: the OMol25 dataset
Level of theory: ωB97M-V/def2-TZVPD

The calculation puts the HOMO energy (spin up / spin down) at -7.5 / -7.5 eV. The energy above the lowest of the compared OMol25 structures with the same formula, charge and spin is 4.838 eV. For the max |F|, the calculation gives 0.005 Eh/bohr. Its frontier orbital gap (spin up / spin down) is 8.181 / 8.181 eV. The total energy comes out at -7422.474 eV.

```
18
C5H12O (ωB97M-V/def2-TZVPD)
C 2.469 -0.352 -0.499
C 1.425 -0.930 0.458
C 0.253 0.007 0.578
O -0.836 -0.547 1.187
C -1.924 0.172 1.172
C -1.761 0.682 -1.137
H 3.330 -1.021 -0.595
H 2.839 0.616 -0.140
H 2.042 -0.198 -1.496
H 1.892 -1.120 1.436
H 1.066 -1.896 0.084
H 0.489 1.011 0.957
H -0.632 0.395 -0.511
H -1.852 1.234 1.397
H -2.824 -0.370 1.443
H -2.371 1.559 -0.910
H -2.411 -0.163 -1.374
H -1.194 0.921 -2.049
```

Results of the Mulliken charge analysis, in e, for atoms 1 through 8:
1. C -1.147
2. C -0.285
3. C -0.272
4. O -0.257
5. C -0.558
6. C -1.123
7. H 0.354
8. H 0.305